DFT (ωB97M-V/def2-TZVPD) results for the ion C22H29O2Si with charge +1 at a distorted geometry.

```
54
C22H29O2Si, DFT ωB97M-V/def2-TZVPD
C 0.955 2.648 -0.234
C 0.835 1.147 0.136
C 0.990 0.366 -1.141
O 0.421 0.653 -2.251
Si 0.784 -0.259 -3.779
C -0.681 0.372 -4.718
C 2.413 0.223 -4.518
C 0.702 -2.054 -3.374
O 1.864 -0.600 -1.127
C 2.731 -0.448 0.103
C 2.036 0.604 0.918
H 0.777 3.282 0.643
H 1.953 2.867 -0.663
H 0.200 2.964 -0.989
H -0.900 -0.258 -5.591
H -1.568 0.386 -4.066
H -0.483 1.396 -5.068
H 2.567 -0.394 -5.419
H 2.418 1.278 -4.822
H 3.252 0.047 -3.833
H 0.272 -2.585 -4.239
H 1.710 -2.448 -3.197
H 0.072 -2.257 -2.498
H 2.769 -1.449 0.559
H 3.713 -0.107 -0.248
H 2.714 1.425 1.190
H 1.655 0.126 1.821
C -2.506 -4.579 1.062
C -2.126 -3.134 1.104
C -2.003 -2.419 -0.087
C -1.438 -1.144 -0.088
C -0.994 -0.540 1.094
C -0.447 0.914 0.916
C -0.418 1.686 2.257
C -1.081 2.917 2.282
C -1.105 3.700 3.437
C -0.538 3.214 4.619
C 0.061 1.955 4.626
C 0.148 1.202 3.442
C -1.375 -1.166 2.310
C -1.851 -2.484 2.302
H -2.200 -5.088 1.982
H -3.587 -4.704 0.935
H -2.020 -5.095 0.226
H -2.307 -2.861 -1.035
H -1.359 -0.574 -1.015
H -1.171 1.401 0.220
H -1.547 3.270 1.360
H -1.569 4.685 3.392
H -0.529 3.859 5.501
H 0.467 1.561 5.561
H 0.640 0.225 3.486
H -1.303 -0.681 3.289
H -2.010 -3.043 3.230
```

Computed properties:
Charge: +1
E_tot, eV: -35252.9580
LUMO energy, eV: -3.2
Gap between HOMO and LUMO, eV: 8.39
2S+1: 1
Relative energy (zero: lowest compared OMol25 entry of this formula, charge and spin), kcal per mole: 0.0
Molar mass, Da: 353.56

=====

DFT (ωB97M-V/def2-TZVPD) results for a structure of composition C22H30BInN5O8S2 at a distorted geometry.

```
69
C22H30BInN5O8S2, DFT ωB97M-V/def2-TZVPD
In 0.378 0.867 1.009
C 5.542 0.769 1.319
N 4.862 -0.415 0.859
C 5.247 -1.185 -0.213
C 4.367 -2.187 -0.341
N 3.388 -2.010 0.634
C 3.696 -0.886 1.376
S 2.994 -0.373 2.790
C 2.223 -2.787 0.717
C 2.298 -4.170 0.557
C 1.123 -4.898 0.618
C -0.076 -4.233 0.825
C -0.041 -2.859 1.002
N 1.085 -2.161 0.957
H 6.583 0.531 1.543
H 5.038 1.105 2.223
H 5.493 1.546 0.556
H 6.097 -0.933 -0.818
H 4.309 -2.985 -1.056
H 3.254 -4.651 0.406
H 1.143 -5.976 0.518
H -1.015 -4.768 0.853
H -0.940 -2.278 1.184
C 2.609 3.442 -0.755
C 3.127 2.034 -1.059
O 4.131 1.882 -1.772
O 2.481 1.082 -0.506
H 2.998 4.169 -1.465
H 2.935 3.715 0.251
H 1.520 3.424 -0.761
C -5.557 -2.117 1.223
C -5.254 -0.648 0.967
C -5.981 0.224 1.994
O -3.853 -0.406 1.142
B -3.492 0.581 0.254
O -4.434 0.755 -0.734
C -5.500 -0.177 -0.511
C -6.827 0.535 -0.734
C -5.335 -1.306 -1.530
H -5.297 -2.353 2.254
H -4.977 -2.763 0.569
H -6.622 -2.300 1.072
H -5.670 -0.089 2.991
H -7.064 0.140 1.914
H -5.660 1.258 1.881
H -6.826 1.485 -0.203
H -7.659 -0.078 -0.386
H -6.955 0.739 -1.796
H -4.386 -1.822 -1.378
H -5.333 -0.873 -2.530
H -6.154 -2.022 -1.459
N 1.926 -0.992 -2.370
C 0.631 -1.191 -2.699
C 0.279 -2.065 -3.753
C -1.048 -2.310 -4.006
C -2.017 -1.663 -3.245
C -1.584 -0.802 -2.251
N -0.306 -0.581 -1.956
H 2.617 -1.137 -3.085
H 2.129 -0.243 -1.689
H 1.059 -2.528 -4.344
H -1.340 -2.994 -4.795
H -3.071 -1.822 -3.425
H -2.295 -0.239 -1.662
O -2.324 1.295 0.319
S -2.176 2.051 1.810
O -3.492 2.593 2.034
O -1.775 1.010 2.727
O -1.149 3.037 1.557
```

Computed properties:
Charge: -1
E_tot, eV: -74660.5600
LUMO energy, eV: 2.4
Gap between HOMO and LUMO, eV: 6.91
2S+1: 1
Molar mass, Da: 682.27

=====

DFT (ωB97M-V/def2-TZVPD) results for a structure of composition C22H30BrNO2PdSe.

```
58
C22H30BrNO2PdSe, DFT ωB97M-V/def2-TZVPD
Pd 0.468 1.683 1.256
C -3.066 -4.996 -0.630
C -2.539 -4.375 0.664
C -3.744 -3.974 1.529
C -1.717 -5.432 1.412
C -1.679 -3.140 0.402
C -1.072 -2.479 1.471
C -0.333 -1.359 1.201
Br 0.491 -0.406 2.649
C -0.093 -0.803 -0.060
O 0.731 0.236 -0.176
C -0.751 -1.430 -1.130
C -1.509 -2.577 -0.854
C -0.718 -0.957 -2.596
C -0.038 -2.043 -3.445
C -2.161 -0.752 -3.084
C 0.032 0.356 -2.838
H -3.650 -5.887 -0.391
H -2.251 -5.298 -1.292
H -3.720 -4.309 -1.171
H -4.400 -4.833 1.691
H -4.322 -3.186 1.042
H -3.426 -3.602 2.504
H -2.299 -6.350 1.524
H -1.438 -5.093 2.411
H -0.801 -5.672 0.867
H -1.185 -2.823 2.491
H -2.004 -3.051 -1.690
H -0.553 -3.001 -3.365
H 0.994 -2.190 -3.117
H -0.025 -1.748 -4.497
H -2.734 -1.679 -3.089
H -2.155 -0.357 -4.103
H -2.683 -0.037 -2.444
H 1.084 0.274 -2.570
H -0.396 1.182 -2.270
H -0.034 0.594 -3.903
C 2.122 4.433 -1.553
C 1.723 3.153 -0.878
N 2.584 2.136 -0.923
O 0.633 3.092 -0.282
H 2.986 4.850 -1.034
H 1.299 5.138 -1.501
H 2.389 4.256 -2.595
H 3.390 2.205 -1.520
H 2.228 1.207 -0.693
Se -0.009 3.423 2.798
C 1.701 4.273 2.936
C 1.779 5.493 3.605
C 2.989 6.162 3.716
C 4.142 5.631 3.151
C 4.074 4.408 2.499
C 2.865 3.729 2.397
H 0.882 5.922 4.036
H 3.031 7.107 4.242
H 5.082 6.163 3.222
H 4.968 3.973 2.069
H 2.838 2.765 1.908
```

Computed properties:
E_tot, eV: -167755.5701
LUMO energy, eV: -0.7
Gap between HOMO and LUMO, eV: 6.49
2S+1: 1
Relative energy (zero: lowest compared OMol25 entry of this formula, charge and spin), kcal per mole: 2.6
Molar mass, Da: 605.77

=====

DFT (ωB97M-V/def2-TZVPD) results for a structure of composition C22H30CaI2N3O7S.

```
66
C22H30CaI2N3O7S, DFT ωB97M-V/def2-TZVPD
Ca 0.656 -0.181 -0.428
O -3.229 2.316 0.020
C -2.049 1.849 -0.351
O -1.730 0.685 -0.296
C -1.089 2.937 -0.769
O 0.178 2.411 -1.069
C 0.441 2.279 -2.481
C -0.338 1.085 -3.067
O -1.233 1.325 -3.877
O 0.031 -0.037 -2.600
H -3.671 1.632 0.576
H -0.984 3.602 0.094
H -1.510 3.508 -1.601
H 1.513 2.098 -2.550
H 0.178 3.211 -2.986
N 1.091 -1.436 2.102
C -0.040 -2.251 2.544
C -0.705 -2.890 1.337
N -1.120 -1.818 0.435
H 1.775 -2.024 1.638
H 1.540 -0.965 2.878
H -0.765 -1.597 3.036
H 0.232 -3.035 3.263
H -1.536 -3.517 1.679
H 0.007 -3.530 0.811
H -1.861 -1.270 0.867
H -1.513 -2.171 -0.433
O 4.509 1.659 0.590
C 3.291 1.871 0.220
O 2.651 1.074 -0.467
C 2.671 3.184 0.590
C 2.793 4.245 -0.301
C 2.101 5.422 -0.078
C 1.289 5.543 1.045
C 1.188 4.501 1.950
C 1.878 3.309 1.731
S 1.817 1.970 2.883
H 3.406 4.128 -1.186
H 2.181 6.239 -0.783
H 0.737 6.459 1.220
H 0.566 4.594 2.831
C 4.845 -0.705 -1.605
N 5.113 -0.689 -0.159
C 6.489 -1.116 0.088
C 4.129 -1.492 0.642
C 3.400 -2.580 -0.112
C 3.976 -3.849 -0.195
C 3.361 -4.847 -0.939
C 2.179 -4.549 -1.605
C 1.618 -3.278 -1.497
C 2.177 -2.236 -0.735
H 5.505 0.023 -2.081
H 3.808 -0.442 -1.791
H 5.032 -1.696 -2.028
H 4.820 0.639 0.266
H 6.650 -2.153 -0.228
H 6.721 -1.029 1.150
H 7.172 -0.475 -0.471
H 3.388 -0.790 1.020
H 4.683 -1.883 1.500
H 4.904 -4.064 0.330
H 3.797 -5.837 -1.002
H 1.691 -5.310 -2.206
H 0.692 -3.100 -2.045
I -0.643 1.421 2.960
I -3.678 0.431 2.897
```

Computed properties:
Charge: -1
E_tot, eV: -87586.8148
LUMO energy, eV: 1.9
Gap between HOMO and LUMO, eV: 6.98
2S+1: 1
Relative energy (zero: lowest compared OMol25 entry of this formula, charge and spin), kcal per mole: 2.5
Molar mass, Da: 774.45

=====

DFT (ωB97M-V/def2-TZVPD) results for a structure of composition C22H30CaI2N3O7S at a distorted geometry.

```
66
C22H30CaI2N3O7S, DFT ωB97M-V/def2-TZVPD
Ca 0.383 -0.444 -1.420
O 3.286 -3.154 1.869
C 2.686 -2.864 0.693
O 3.297 -2.553 -0.291
C 1.185 -2.971 0.831
O 0.488 -2.739 -0.364
C 0.601 -3.759 -1.352
C 0.580 -3.191 -2.762
O 0.182 -3.842 -3.687
O 1.115 -1.962 -2.843
H 4.233 -2.990 1.729
H 0.840 -2.218 1.543
H 0.933 -3.949 1.256
H -0.237 -4.452 -1.262
H 1.544 -4.300 -1.238
N 0.026 1.970 -2.581
C 1.214 2.820 -2.609
C 2.357 2.074 -3.279
N 2.616 0.820 -2.572
H -0.294 1.777 -3.526
H -0.751 2.383 -2.079
H 1.493 3.046 -1.574
H 1.061 3.772 -3.132
H 3.234 2.733 -3.323
H 2.072 1.838 -4.307
H 2.961 1.012 -1.638
H 3.300 0.248 -3.053
O -1.533 -1.639 -1.913
C -2.116 -0.902 -1.074
O -1.764 0.304 -0.892
C -3.268 -1.438 -0.276
C -4.429 -1.744 -0.978
C -5.573 -2.173 -0.323
C -5.529 -2.315 1.059
C -4.360 -2.050 1.755
C -3.189 -1.611 1.118
S -1.689 -1.416 2.023
H -4.423 -1.641 -2.057
H -6.473 -2.403 -0.878
H -6.408 -2.651 1.599
H -4.320 -2.198 2.828
C -1.261 3.699 2.334
N -1.259 2.214 2.330
C -1.112 1.633 3.700
C -0.344 1.623 1.274
C 1.148 1.551 1.501
C 1.863 2.177 2.517
C 3.231 1.941 2.658
C 3.851 1.087 1.762
C 3.106 0.516 0.726
C 1.733 0.727 0.522
H -1.981 4.051 3.071
H -1.533 4.046 1.341
H -0.265 4.048 2.581
H -2.177 1.900 2.007
H -0.178 1.968 4.131
H -1.130 0.549 3.594
H -1.956 1.978 4.293
H -0.582 2.174 0.362
H -0.731 0.603 1.157
H 1.393 2.836 3.237
H 3.784 2.405 3.465
H 4.910 0.872 1.857
H 3.653 -0.128 0.036
I 0.555 -0.813 -4.692
I -0.048 1.118 -6.786
```

Computed properties:
Charge: -1
E_tot, eV: -87584.5795
LUMO energy, eV: 1.9
Gap between HOMO and LUMO, eV: 6.02
2S+1: 1
Relative energy (zero: lowest compared OMol25 entry of this formula, charge and spin), kcal per mole: 54.0
Molar mass, Da: 774.45

=====

DFT (ωB97M-V/def2-TZVPD) results for a cluster of 2 separate species, C22H30ClN2 in total at a distorted geometry.

```
55
C22H30ClN2, DFT ωB97M-V/def2-TZVPD
C 5.357 1.380 -1.385
N 3.910 1.302 -1.494
C 3.320 0.233 -0.730
C 1.859 0.045 -1.122
N 1.153 1.291 -0.903
C -0.259 1.159 -1.049
C -0.806 0.508 -2.115
C -2.240 0.584 -2.487
C -3.120 0.847 -1.251
C -2.584 2.013 -0.415
C -1.122 1.807 0.027
C 1.725 2.413 -1.634
C 3.212 2.556 -1.319
H 5.756 2.123 -2.094
H 5.739 1.657 -0.379
H 5.808 0.410 -1.641
H 3.858 -0.697 -0.942
H 3.350 0.424 0.363
H 1.810 -0.283 -2.184
H 1.394 -0.726 -0.479
H -0.136 0.052 -2.856
H -2.369 1.404 -3.221
H -2.562 -0.337 -3.005
H -4.158 1.039 -1.548
H -3.111 -0.065 -0.638
H -2.637 2.943 -0.998
H -3.224 2.162 0.466
H -1.108 1.194 0.953
H -0.672 2.773 0.310
H 1.618 2.291 -2.739
H 1.198 3.336 -1.337
H 3.306 2.935 -0.282
H 3.661 3.295 -1.993
Cl 1.645 1.446 4.355
C 0.702 0.235 3.592
C 1.341 -0.731 2.800
C 0.569 -1.617 2.055
C -0.851 -1.540 2.103
C -1.654 -2.354 1.245
C -3.098 -2.621 1.493
C -3.502 -3.684 0.409
C -2.192 -4.018 -0.258
C -1.161 -3.237 0.259
C -1.462 -0.644 3.017
C -0.693 0.257 3.739
H 2.429 -0.778 2.757
H 1.048 -2.426 1.495
H -3.191 -3.074 2.494
H -3.752 -1.740 1.478
H -3.987 -4.550 0.885
H -4.203 -3.232 -0.305
H -2.089 -4.778 -1.028
H -0.117 -3.277 -0.023
H -2.542 -0.685 3.168
H -1.161 0.981 4.393
```

Computed properties:
Charge: +1
E_tot, eV: -38795.5625
LUMO energy, eV: -5.7
Gap between HOMO and LUMO, eV: 4.72
2S+1: 1
Molar mass, Da: 357.95